{"formula": "C21H32N4ORbS5Se", "method": "ωB97M-V/def2-TZVPD", "species": ["Rb", "Se", "S", "S", "S", "S", "S", "O", "N", "N", "N", "N", "C", "C", "C", "C", "C", "C", "C", "C", "C", "C", "C", "C", "C", "C", "C", "C", "C", "C", "C", "C", "C", "H", "H", "H", "H", "H", "H", "H", "H", "H", "H", "H", "H", "H", "H", "H", "H", "H", "H", "H", "H", "H", "H", "H", "H", "H", "H", "H", "H", "H", "H", "H", "H"], "xyz": [[-0.08886, 0.71470, -0.11828], [1.50790, 5.46099, 0.99561], [-2.57117, 3.64981, -0.54444], [-0.06319, -0.83149, 3.31940], [-2.11547, -2.08436, 0.82738], [0.29182, -3.02392, -1.43476], [2.31810, -1.54728, 0.97214], [-2.02433, 2.25813, -0.66647], [0.97653, 3.75776, 1.05606], [0.31738, 6.01035, 2.20491], [-0.63800, 2.51592, 2.20951], [0.18429, 0.04990, -3.18201], [-2.03468, 3.76381, 3.76847], [2.11183, -2.45024, 2.52230], [-1.59990, -3.78586, 0.50942], [-1.16115, -3.97306, -0.93695], [-1.58530, 2.57299, 3.08688], [2.74126, -2.89712, -0.14850], [-0.37921, 4.95143, 2.55261], [-0.41703, 1.11162, -3.88926], [-0.23775, 3.24995, -4.98563], [-2.37019, -2.16401, 2.61193], [-1.60302, 3.25154, -5.23731], [-1.78958, 1.12164, -4.12342], [-1.09947, -2.30833, 3.44385], [-0.01023, 3.70891, 1.92406], [-1.44505, 4.94945, 3.51091], [-2.37274, 2.18405, -4.79592], [1.57530, -1.53374, 3.61799], [0.35336, 2.19369, -4.31124], [-1.57764, 4.63074, -1.66509], [1.59471, -3.84647, -0.48747], [-4.09245, 3.65972, -1.48855], [1.98588, -4.69378, -1.05303], [-3.90133, 3.27125, -2.48772], [-4.47435, 4.67932, -1.53254], [3.12628, -2.42279, -1.05350], [-2.39693, 0.28751, -3.79267], [-1.97668, 5.64185, -1.73715], [-1.37131, -2.48573, 4.48573], [3.07708, -2.84746, 2.84365], [-3.43695, 2.16241, -4.99557], [1.57016, -2.07292, 4.56692], [-0.33345, -0.81655, -3.25177], [-1.95788, -3.66830, -1.61806], [1.16779, -4.24351, 0.43331], [-2.89705, -1.24493, 2.87710], [-1.72918, 5.87577, 3.99054], [1.13453, -0.12392, -3.48376], [1.44028, -3.29860, 2.38074], [-0.57400, 4.66475, -1.24300], [-0.78549, -4.06589, 1.17943], [-2.43408, -4.46146, 0.71157], [-0.98621, -5.03391, -1.12469], [-0.53604, -3.17795, 3.10729], [3.57238, -3.47095, 0.26660], [-2.07968, 1.63738, 3.33201], [-2.84034, 3.66728, 4.48209], [-2.05936, 4.06797, -5.78025], [1.42225, 2.19236, -4.13078], [-3.05526, -2.98151, 2.84568], [0.37660, 4.07213, -5.32949], [-4.80589, 3.02692, -0.96550], [2.24212, -0.68015, 3.75187], [-1.55629, 4.14337, -2.63987]], "forces_ev_per_a": [[0.5, -0.6, 0.2], [-0.3, -0.2, 0.3], [0.0, 0.0, -0.1], [0.0, 0.1, 0.0], [-0.1, 0.0, 0.0], [0.0, 0.1, 0.0], [0.1, 0.0, 0.0], [-0.5, 0.4, -0.1], [0.0, 0.2, -0.1], [0.1, 0.0, -0.3], [0.1, 0.1, 0.0], [0.0, -0.1, 0.0], [0.1, -0.1, -0.1], [-0.1, 0.0, 0.1], [0.1, -0.1, 0.0], [-0.1, -0.1, 0.0], [-0.1, 0.1, 0.1], [0.0, -0.1, -0.1], [0.1, 0.2, 0.1], [0.0, 0.1, 0.0], [0.0, 0.0, 0.0], [0.0, 0.0, 0.1], [0.0, 0.0, 0.0], [0.0, 0.0, 0.0], [-0.1, -0.1, 0.0], [-0.1, -0.3, 0.0], [0.0, 0.0, 0.0], [0.0, 0.0, 0.0], [0.1, -0.1, 0.0], [0.0, 0.0, 0.0], [0.0, 0.0, 0.0], [0.1, 0.0, 0.1], [0.0, 0.1, 0.0], [0.0, 0.0, 0.0], [0.1, 0.0, 0.0], [0.0, 0.0, 0.0], [0.0, 0.0, 0.0], [0.0, 0.0, 0.0], [0.0, 0.0, 0.0], [0.0, 0.0, 0.0], [0.0, 0.0, 0.0], [0.0, 0.0, 0.0], [0.0, 0.0, 0.0], [0.0, 0.0, 0.0], [0.0, 0.0, 0.0], [0.0, 0.0, 0.0], [0.0, 0.0, 0.0], [0.0, 0.0, 0.0], [0.0, 0.0, 0.0], [0.0, 0.0, -0.1], [0.0, 0.0, 0.0], [0.0, 0.1, 0.0], [0.0, 0.0, 0.0], [0.0, 0.0, 0.0], [0.0, 0.0, 0.0], [0.0, 0.0, 0.1], [0.0, 0.0, 0.0], [0.0, 0.0, 0.0], [0.0, 0.0, 0.0], [0.0, 0.0, 0.0], [0.0, 0.0, 0.0], [0.0, 0.0, 0.0], [0.0, 0.0, 0.0], [0.0, 0.0, 0.0], [0.0, 0.0, 0.0]], "de_lowest_kj_mol": 21.4, "e_lumo_ev": -3.38, "e_homo_ev": -10.62, "total_energy_ha": -5529.95981, "charge": 1}